Entry 1:
Here is a 2-piece molecular cluster, C2ClO4 overall at a distorted geometry from the OMol25 dataset. Energies are from ωB97M-V with the def2-TZVPD basis set.

The geometry in XYZ format:
```
7
Properties=species:S:1:pos:R:3:mulliken_charge:R:1
C -1.745 -0.270 -0.032 0.788
C 1.789 0.199 0.613 -0.284
O -1.826 -1.411 -0.129 -0.403
O -1.853 0.867 0.058 -0.376
O 0.716 -0.317 -0.131 -0.174
O 1.184 1.010 -0.339 -0.184
Cl 3.402 -0.494 -0.141 -0.366
```

Results
molar mass	123.47	g mol⁻¹
multiplicity	1
frontier orbital gap	6.76	eV
net charge	-1
E_tot	-837.292501	a.u.
ΔE to the lowest compared entry with this formula, charge and spin	590.2	kJ/mol

Entry 2:
Here is CCl2Na7O11 as an isolated structure at a distorted geometry from the OMol25 dataset. Energies are from ωB97M-V with the def2-TZVPD basis set.

The geometry in XYZ format:
```
21
Properties=species:S:1:pos:R:3:mulliken_charge:R:1
Na -1.826 0.739 0.686 0.963
Na 1.074 0.591 -1.206 1.149
Na 1.919 -2.051 -0.852 0.988
Na 1.060 -0.790 -3.140 1.041
Na -1.480 0.514 -1.892 0.985
Na -1.574 -2.455 1.003 1.021
Na -0.856 -2.336 -1.803 0.889
Cl 0.231 2.532 0.223 2.050
O -0.633 2.552 1.373 -0.738
O 0.700 3.887 -0.039 -0.649
O 1.460 1.993 0.819 -0.592
O -0.411 1.979 -0.958 -0.765
Cl 0.416 -0.746 1.793 1.777
O 1.380 -0.548 2.958 -0.554
O -0.955 -1.077 2.021 -0.860
O 0.438 0.230 0.705 -0.502
O 1.053 -1.800 1.203 -0.844
C -0.520 -0.847 -0.703 1.020
O 0.447 -1.209 -1.415 -1.547
O -0.581 0.425 -0.575 -0.834
O -1.343 -1.584 -0.200 -0.997
```

Results
molar mass	419.84	g mol⁻¹
multiplicity	1
frontier orbital gap	4.28	eV
net charge	+3
E_tot	-2919.919346	a.u.
ΔE to the lowest compared entry with this formula, charge and spin	1708.3	kJ/mol

Entry 3:
Here is a 9-piece molecular cluster, C9H36N2O8 overall at a distorted geometry from the OMol25 dataset. Energies are from ωB97M-V with the def2-TZVPD basis set.

The geometry in XYZ format:
```
55
Properties=species:S:1:pos:R:3:mulliken_charge:R:1
N 0.623 -1.050 -0.976 0.387
H -0.113 -0.786 -0.337 0.265
H 1.436 -1.458 -0.537 -0.002
H 0.877 -0.194 -1.448 0.143
H 0.348 -1.696 -1.702 0.502
C -3.330 1.827 0.374 -1.609
C -1.993 1.527 -0.384 0.901
C -1.512 2.974 -0.677 -1.164
C -0.807 3.727 0.500 -0.968
C 0.399 2.879 0.977 -1.150
C -0.045 1.476 1.513 1.350
N -1.049 0.808 0.494 1.288
O -1.535 -0.482 1.011 -0.701
C -0.545 1.612 2.998 -1.643
C 1.336 0.788 1.668 -1.640
C -2.277 0.916 -1.757 -1.742
H -3.978 2.463 -0.230 0.435
H -3.139 2.345 1.314 0.350
H -3.849 0.961 0.784 0.353
H -2.312 3.642 -0.997 0.486
H -0.809 2.868 -1.503 0.354
H -1.573 3.955 1.241 0.346
H -0.495 4.704 0.133 0.440
H 0.731 3.439 1.851 0.443
H 1.197 2.986 0.242 0.407
H -0.701 0.609 3.394 0.354
H -1.460 2.192 3.111 0.344
H 0.173 2.057 3.687 0.430
H 1.878 0.508 0.766 0.109
H 1.302 -0.135 2.247 0.431
H 2.066 1.445 2.141 0.505
H -2.856 0.000 -1.635 0.432
H -1.407 0.596 -2.330 0.350
H -2.757 1.581 -2.475 0.368
O -0.380 -2.339 -3.184 -0.607
H -1.276 -2.580 -2.952 0.285
H -0.319 -2.514 -4.123 0.258
O 3.256 -3.555 -2.120 -0.633
H 4.128 -3.331 -2.445 0.295
H 3.166 -3.051 -1.311 0.373
O 1.425 -3.236 0.656 -0.564
H 2.130 -3.799 0.977 0.279
H 1.024 -2.879 1.448 0.335
O 1.824 0.796 -2.325 -0.574
H 1.700 1.077 -3.231 0.260
H 2.334 1.498 -1.923 0.266
O 3.253 -1.470 -0.137 -0.670
H 3.451 -2.139 0.518 0.277
H 3.831 -0.739 0.082 0.265
O -0.661 -4.859 -0.381 -0.620
H -1.029 -4.177 -0.942 0.256
H 0.185 -4.508 -0.102 0.357
O -0.323 -2.428 2.932 -0.665
H -0.491 -1.802 2.227 0.361
H -1.048 -3.051 2.876 0.310
```

Results
molar mass	300.39	g mol⁻¹
multiplicity	2
frontier orbital gap (alpha / beta)	10.06 / 9.04	eV
net charge	+1
E_tot	-1075.622014	a.u.

Entry 4:
Here is C51H32F12IN3NaO3PS as an isolated structure at a distorted geometry from the OMol25 dataset. Energies are from ωB97M-V with the def2-TZVPD basis set.

The geometry in XYZ format:
```
105
Properties=species:S:1:pos:R:3:mulliken_charge:R:1
Na 11.502 13.216 11.453 0.776
C 8.235 17.044 13.251 -0.535
C 9.066 16.519 12.255 -0.627
N 10.372 16.347 12.419 0.095
C 10.990 16.840 13.486 1.041
C 10.254 17.551 14.501 0.603
C 8.871 17.555 14.359 -0.871
C 10.937 18.290 15.489 -1.129
C 12.282 18.233 15.575 -1.123
C 13.073 17.557 14.594 1.307
C 14.439 17.471 14.726 -0.724
C 15.164 16.848 13.723 -1.146
C 14.470 16.179 12.708 -0.500
N 13.152 16.122 12.664 0.110
C 12.432 16.811 13.547 0.204
H 7.167 16.881 13.196 0.403
H 8.606 16.207 11.311 0.455
H 8.267 17.979 15.178 0.300
H 10.322 18.967 16.079 0.365
H 12.805 18.638 16.426 0.339
H 14.941 17.923 15.572 0.388
H 16.233 16.795 13.797 0.467
H 14.992 15.703 11.890 0.598
F 18.660 12.488 11.269 -0.338
C 17.528 12.874 10.622 0.549
F 17.505 12.096 9.500 -0.271
F 17.711 14.142 10.166 -0.186
C 16.297 12.623 11.452 0.018
C 16.493 12.028 12.681 -0.181
C 15.413 11.803 13.525 -1.182
C 14.135 12.147 13.034 -0.265
N 13.934 12.730 11.824 0.157
C 14.974 13.015 11.031 -0.377
S 14.663 13.860 9.604 -0.279
H 17.527 11.788 12.914 0.445
H 15.561 11.306 14.478 0.408
H 13.267 12.055 13.646 0.535
I 10.165 15.098 7.802 0.357
C 9.081 16.847 7.288 -0.404
C 7.709 16.620 7.312 -0.723
C 6.826 17.503 6.677 -0.709
C 7.298 18.661 6.160 -0.645
C 8.649 19.042 6.300 0.973
C 9.101 20.260 5.682 -0.944
C 10.405 20.594 5.838 -0.903
C 11.282 19.862 6.692 -0.027
C 10.863 18.683 7.271 0.765
P 11.892 17.980 8.594 0.300
C 12.084 19.361 9.755 0.875
C 13.193 20.236 9.650 -0.297
C 13.315 21.249 10.612 -0.637
C 12.355 21.458 11.611 -0.708
C 11.203 20.676 11.582 -0.219
C 11.069 19.639 10.684 -0.887
C 13.522 17.744 7.864 0.695
C 13.717 17.710 6.477 -0.661
C 15.016 17.574 5.983 -0.485
C 16.104 17.520 6.862 -0.722
C 15.902 17.545 8.252 -0.537
C 14.613 17.643 8.753 -0.636
C 9.558 18.180 6.991 0.354
H 7.302 15.729 7.764 0.429
H 5.757 17.286 6.678 0.355
H 6.695 19.415 5.613 0.230
H 8.399 20.863 5.101 0.307
H 10.825 21.443 5.327 0.395
H 12.290 20.282 6.932 0.275
H 13.946 20.060 8.874 0.350
H 14.184 21.898 10.551 0.369
H 12.510 22.214 12.385 0.368
H 10.398 20.816 12.269 0.402
H 10.181 19.030 10.674 0.271
H 12.900 17.751 5.773 0.388
H 15.171 17.598 4.895 0.341
H 17.089 17.582 6.407 0.340
H 16.711 17.518 8.957 0.468
H 14.461 17.558 9.839 0.467
O 11.462 11.090 10.495 -0.628
C 11.257 11.407 9.285 0.350
O 10.879 12.533 8.783 -0.528
C 11.520 10.243 8.372 0.371
C 11.904 10.456 7.073 -0.368
C 12.031 9.348 6.232 -0.500
C 11.775 8.068 6.771 -0.402
C 11.390 7.913 8.109 -0.398
C 11.219 8.995 8.910 -0.379
H 12.092 11.495 6.749 0.401
H 12.251 9.511 5.172 0.338
H 11.893 7.191 6.128 0.314
H 11.266 6.877 8.481 0.300
H 10.849 8.943 9.935 0.399
F 10.118 10.535 13.055 -0.183
C 9.879 11.094 14.244 0.433
F 11.076 11.078 14.886 -0.265
F 9.084 10.288 14.988 -0.327
C 9.342 12.551 14.085 1.051
O 10.340 13.250 13.625 -0.927
C 8.206 12.610 12.961 0.297
F 7.552 13.788 13.015 -0.283
F 8.721 12.577 11.725 -0.124
F 7.225 11.647 12.995 -0.356
C 8.973 13.231 15.481 0.357
F 9.899 13.126 16.434 -0.264
F 7.847 12.691 16.032 -0.337
F 8.758 14.567 15.329 -0.099
```

Results
molar mass	1175.75	g mol⁻¹
multiplicity	1
frontier orbital gap	5.48	eV
net charge	-2
E_tot	-4750.792407	a.u.
ΔE to the lowest compared entry with this formula, charge and spin	0.0	kJ/mol

Entry 5:
Here is C2H3CuO2 as an isolated structure at a distorted geometry from the OMol25 dataset. Energies are from ωB97M-V with the def2-TZVPD basis set.

The geometry in XYZ format:
```
8
Properties=species:S:1:pos:R:3:mulliken_charge:R:1
H -1.172 0.699 -1.036 0.305
C 1.125 0.521 0.483 0.267
O 2.244 0.177 0.261 -0.322
O 0.123 -0.328 0.276 -0.159
C -1.121 0.347 -0.003 -0.527
H -1.892 -0.418 0.112 0.251
H -0.590 1.399 0.431 0.291
Cu 1.282 -2.396 -0.524 0.895
```

Results
molar mass	122.59	g mol⁻¹
multiplicity	2
frontier orbital gap (alpha / beta)	7.97 / 8.61	eV
net charge	+1
E_tot	-1868.516425	a.u.
ΔE to the lowest compared entry with this formula, charge and spin	236.8	kJ/mol

Entry 6:
Here is a 2-piece molecular cluster, ClFN2O3 overall at a distorted geometry from the OMol25 dataset. Energies are from ωB97M-V with the def2-TZVPD basis set.

The geometry in XYZ format:
```
7
Properties=species:S:1:pos:R:3:mulliken_charge:R:1
O 1.034 -0.214 0.571 -0.397
N 0.664 0.867 0.258 0.929
O 0.394 1.405 -0.719 -0.377
Cl 0.680 1.980 1.902 -0.122
O -0.512 -2.241 -1.015 -0.244
N -0.612 -1.093 -0.988 0.444
F -1.647 -0.703 -0.008 -0.233
```

Results
molar mass	130.46	g mol⁻¹
multiplicity	1
frontier orbital gap	10.17	eV
E_tot	-895.050653	a.u.
ΔE to the lowest compared entry with this formula, charge and spin	20.5	kJ/mol